Entry 1:
{
  "formula": "C27H27N3O5",
  "method": "wB97M-V/def2-TZVPD",
  "species": ["C", "C", "N", "C", "O", "C", "C", "C", "O", "C", "C", "C", "C", "C", "C", "C", "C", "O", "C", "O", "C", "O", "N", "C", "C", "C", "N", "C", "C", "C", "C", "C", "C", "C", "C", "H", "H", "H", "H", "H", "H", "H", "H", "H", "H", "H", "H", "H", "H", "H", "H", "H", "H", "H", "H", "H", "H", "H", "H", "H", "H", "H"],
  "positions_angstrom": [[1.54, 4.28, 0.76], [2.22, 3.31, -0.21], [1.83, 1.95, 0.07], [0.88, 1.30, -0.65], [0.35, 1.68, -1.66], [0.61, -0.07, 0.05], [-0.85, -0.08, 0.45], [-1.37, 0.94, 1.35], [-0.76, 1.98, 1.55], [-2.65, 0.67, 2.00], [-3.49, 1.56, 2.62], [-4.58, 0.80, 3.10], [-5.76, 1.08, 3.80], [-6.61, 0.04, 4.10], [-6.31, -1.27, 3.72], [-5.16, -1.59, 3.03], [-4.30, -0.54, 2.72], [-3.13, -0.60, 2.06], [-1.47, -1.02, -0.30], [-2.75, -1.37, -0.44], [-0.46, -1.75, -1.12], [-0.73, -2.67, -1.86], [0.74, -1.20, -0.84], [2.00, -1.68, -1.34], [2.68, -0.73, -2.32], [1.88, -0.63, -3.62], [1.92, -1.90, -4.33], [3.01, -1.95, -5.28], [0.66, -2.27, -4.93], [1.58, -0.02, 1.20], [1.83, -0.95, 2.18], [2.79, -0.64, 3.14], [3.46, 0.57, 3.11], [3.20, 1.51, 2.12], [2.25, 1.20, 1.17], [0.47, 4.12, 0.75], [1.75, 5.31, 0.46], [1.90, 4.13, 1.77], [1.90, 3.52, -1.23], [3.31, 3.39, -0.15], [-3.33, 2.61, 2.71], [-5.99, 2.10, 4.09], [-7.52, 0.24, 4.64], [-7.01, -2.06, 3.98], [-4.93, -2.59, 2.73], [-2.77, -2.09, -1.10], [2.66, -1.88, -0.48], [1.78, -2.62, -1.86], [3.67, -1.11, -2.53], [2.79, 0.26, -1.87], [0.84, -0.39, -3.37], [2.27, 0.20, -4.23], [3.95, -1.71, -4.77], [2.88, -1.25, -6.12], [3.09, -2.96, -5.68], [0.32, -1.54, -5.69], [0.77, -3.24, -5.41], [-0.09, -2.36, -4.15], [1.30, -1.89, 2.21], [3.01, -1.35, 3.93], [4.20, 0.79, 3.87], [3.73, 2.45, 2.11]],
  "mulliken_charge": [-1.131, -0.891, 0.575, -0.726, -0.652, 2.661, -1.478, 1.074, -0.625, 0.164, -1.111, 1.054, -0.719, -0.530, -0.394, -0.995, 0.125, -0.337, 0.799, -0.624, 0.772, -0.721, 0.418, -1.014, -0.488, -1.177, 0.371, -1.093, -0.889, -1.110, 0.073, -1.152, -0.665, -0.984, 0.594, 0.255, 0.471, 0.299, 0.390, 0.488, 0.575, 0.426, 0.385, 0.390, 0.448, 0.367, 0.326, 0.690, 0.629, 0.203, 0.440, 0.382, 0.267, 0.371, 0.359, 0.323, 0.357, 0.158, 0.534, 0.438, 0.412, 0.444],
  "orbital_gap_ev": 7.75,
  "smiles": "CCN1C(=O)[C@]2(C(C(=O)c3cc4ccccc4o3)=C(O)C(=O)N2CCCN(C)C)c2ccccc21",
  "e_lumo_ev": -0.5
}

Entry 2:
{
  "formula": "C27H28B3Cl60N2O5PS",
  "method": "wB97M-V/def2-TZVPD",
  "species": ["N", "P", "O", "O", "B", "O", "B", "N", "C", "S", "O", "B", "C", "C", "C", "C", "C", "C", "O", "H", "H", "H", "H", "H", "H", "H", "H", "C", "Cl", "Cl", "Cl", "H", "C", "Cl", "Cl", "Cl", "H", "C", "Cl", "Cl", "Cl", "H", "C", "Cl", "Cl", "Cl", "H", "C", "Cl", "Cl", "Cl", "H", "C", "Cl", "Cl", "Cl", "H", "C", "Cl", "Cl", "Cl", "H", "C", "Cl", "Cl", "Cl", "H", "C", "Cl", "Cl", "Cl", "H", "C", "Cl", "Cl", "Cl", "H", "C", "Cl", "Cl", "Cl", "H", "C", "Cl", "Cl", "Cl", "H", "C", "Cl", "Cl", "Cl", "H", "C", "Cl", "Cl", "Cl", "H", "C", "Cl", "Cl", "Cl", "H", "C", "Cl", "Cl", "Cl", "H", "C", "Cl", "Cl", "Cl", "H", "C", "Cl", "Cl", "Cl", "H", "C", "Cl", "Cl", "Cl", "H", "C", "Cl", "Cl", "Cl", "H"],
  "positions_angstrom": [[-4.29, 2.86, 0.61], [-4.16, 4.19, -0.20], [-5.25, 4.28, -1.39], [-4.43, 5.45, 0.77], [-2.35, 4.36, -0.83], [-1.59, 3.35, -1.40], [-0.44, 3.20, -0.61], [0.02, 1.83, -0.34], [-0.41, 1.39, 0.70], [-0.78, 0.92, 2.16], [0.20, 4.29, -0.06], [-0.72, 5.27, 0.34], [-0.79, 5.92, 1.73], [-1.21, 7.25, 1.79], [-1.36, 7.92, 3.00], [-1.09, 7.22, 4.17], [-0.65, 5.91, 4.11], [-0.50, 5.24, 2.91], [-1.71, 5.58, -0.63], [-3.41, 2.36, 0.58], [-5.32, 5.21, -1.66], [-5.01, 5.13, 1.47], [-1.46, 7.77, 0.87], [-1.72, 8.94, 2.99], [-1.24, 7.75, 5.10], [-0.46, 5.38, 5.04], [-0.17, 4.21, 2.88], [-1.45, -2.32, 5.25], [-0.09, -3.43, 5.09], [-1.84, -2.04, 6.95], [-1.11, -0.81, 4.41], [-2.31, -2.78, 4.78], [-3.76, -0.12, -2.78], [-2.30, 0.29, -1.86], [-3.71, -1.81, -3.30], [-5.20, 0.19, -1.83], [-3.79, 0.50, -3.66], [3.45, -4.27, 2.94], [2.64, -5.01, 4.32], [5.20, -4.49, 3.04], [2.83, -4.94, 1.43], [3.24, -3.21, 2.95], [-1.81, -2.93, -6.21], [-0.76, -4.35, -6.30], [-0.96, -1.48, -6.75], [-3.27, -3.18, -7.18], [-2.11, -2.79, -5.18], [-2.20, -6.82, 4.04], [-2.40, -7.75, 2.56], [-0.50, -6.42, 4.29], [-3.18, -5.34, 3.97], [-2.55, -7.41, 4.88], [-5.68, -5.43, -9.32], [-4.57, -6.10, -10.52], [-6.95, -4.48, -10.10], [-6.37, -6.71, -8.34], [-5.12, -4.77, -8.67], [-2.10, 9.28, 7.85], [-3.53, 10.30, 7.71], [-2.53, 7.58, 7.64], [-0.86, 9.76, 6.69], [-1.69, 9.40, 8.85], [2.19, -1.07, -4.70], [3.67, -0.63, -3.85], [2.22, -2.77, -5.17], [0.77, -0.72, -3.72], [2.13, -0.47, -5.60], [-0.13, 6.15, -3.83], [-0.74, 5.02, -5.04], [1.62, 6.35, -3.98], [-0.95, 7.71, -3.97], [-0.34, 5.75, -2.85], [6.75, -2.99, 6.36], [7.44, -4.23, 7.42], [5.01, -3.18, 6.21], [7.15, -1.38, 6.94], [7.19, -3.11, 5.37], [5.54, -7.93, 6.96], [6.64, -8.53, 5.72], [4.22, -7.02, 6.23], [4.93, -9.26, 7.95], [6.09, -7.26, 7.60], [-4.38, -5.13, -0.94], [-5.09, -3.59, -0.45], [-3.01, -4.88, -2.03], [-3.87, -6.06, 0.47], [-5.14, -5.70, -1.47], [-4.28, -9.89, -6.59], [-3.69, -9.26, -5.05], [-6.02, -10.17, -6.53], [-3.87, -8.79, -7.91], [-3.79, -10.84, -6.78], [1.49, -0.54, 7.61], [2.85, -1.65, 7.48], [1.09, -0.22, 9.30], [1.84, 0.97, 6.76], [0.64, -1.00, 7.14], [7.28, 0.82, 3.13], [6.15, 1.75, 4.10], [8.92, 1.45, 3.30], [7.22, -0.89, 3.57], [6.99, 0.91, 2.09], [5.64, -4.46, -4.98], [7.20, -3.64, -4.97], [5.06, -4.68, -6.63], [5.73, -6.00, -4.14], [4.93, -3.83, -4.46], [-5.48, 6.76, 5.42], [-6.91, 7.78, 5.27], [-5.90, 5.06, 5.19], [-4.24, 7.25, 4.26], [-5.08, 6.89, 6.41], [11.64, 1.17, 0.11], [12.34, -0.05, 1.18], [9.89, 0.96, -0.01], [12.03, 2.79, 0.68], [12.07, 1.05, -0.87], [-0.69, -6.93, -10.30], [-1.20, -5.66, -9.19], [0.37, -8.08, -9.48], [-2.08, -7.76, -11.00], [-0.13, -6.48, -11.11], [-2.07, 10.13, -6.78], [-2.66, 8.98, -7.97], [-0.32, 10.34, -6.92], [-2.91, 11.68, -6.93], [-2.28, 9.73, -5.79]],
  "mulliken_charge": [-0.754, 0.763, -0.532, -0.345, 0.136, 0.142, 0.295, -0.560, 0.564, -0.300, -0.046, 0.385, 0.256, -0.481, -0.863, 0.609, -0.651, -0.431, -0.031, 0.171, 0.309, 0.263, 0.332, 0.415, -0.229, 0.415, 0.386, -0.069, 0.107, -0.124, -0.143, 0.146, -0.121, -0.044, -0.066, -0.111, 0.309, 0.039, -0.100, -0.120, -0.139, 0.269, 0.581, -0.130, -0.126, -0.114, -0.248, -0.008, -0.131, -0.049, -0.141, 0.317, 0.660, -0.078, -0.141, -0.098, -0.328, 0.008, -0.118, -0.116, -0.126, 0.343, -0.087, -0.145, -0.071, 0.018, 0.305, 1.231, -0.146, -0.142, -0.120, -0.891, 0.083, -0.146, 0.064, -0.113, 0.163, 0.096, -0.129, -0.020, -0.135, 0.185, -0.056, -0.111, -0.111, -0.034, 0.310, -0.057, -0.112, -0.129, 0.000, 0.313, 0.878, -0.078, -0.147, -0.128, -0.565, -0.024, -0.121, -0.110, -0.040, 0.295, 0.330, -0.135, -0.121, -0.127, 0.042, 0.151, -0.134, -0.129, -0.011, 0.139, -0.024, -0.110, -0.085, -0.115, 0.340, -0.070, -0.004, -0.132, -0.123, 0.348, 0.255, -0.120, -0.117, -0.126, 0.099],
  "orbital_gap_ev": 9.09,
  "e_lumo_ev": -0.4
}

Entry 3:
{
  "formula": "C27H28BCoF4N9O",
  "method": "wB97M-V/def2-TZVPD",
  "species": ["Co", "C", "C", "C", "C", "C", "C", "N", "C", "C", "C", "C", "C", "N", "C", "C", "C", "C", "C", "C", "N", "H", "H", "H", "H", "H", "H", "H", "H", "H", "H", "H", "H", "H", "H", "H", "N", "C", "C", "N", "C", "C", "N", "H", "H", "H", "H", "H", "N", "C", "N", "C", "N", "F", "B", "F", "F", "F", "C", "C", "C", "O", "C", "H", "H", "H", "H", "H", "H", "H", "H"],
  "positions_angstrom": [[0.50, -0.24, 0.07], [1.39, -3.36, 1.83], [1.73, -3.31, 0.37], [2.66, -4.20, -0.15], [2.99, -4.14, -1.48], [2.36, -3.21, -2.29], [1.44, -2.36, -1.71], [1.14, -2.38, -0.40], [0.65, -1.40, -2.54], [0.75, -1.35, -3.92], [-0.12, -0.55, -4.63], [-1.10, 0.15, -3.95], [-1.13, 0.09, -2.56], [-0.23, -0.63, -1.89], [-2.21, 0.80, -1.80], [-2.85, 1.89, -2.38], [-3.89, 2.49, -1.69], [-4.25, 1.98, -0.46], [-3.54, 0.89, 0.06], [-3.89, 0.32, 1.40], [-2.53, 0.32, -0.60], [1.78, -4.28, 2.26], [0.31, -3.34, 1.98], [1.84, -2.52, 2.36], [3.12, -4.92, 0.51], [3.74, -4.79, -1.90], [2.61, -3.13, -3.33], [1.50, -1.93, -4.44], [-0.05, -0.49, -5.70], [-1.84, 0.72, -4.49], [-2.53, 2.28, -3.33], [-4.40, 3.34, -2.11], [-5.06, 2.41, 0.11], [-4.77, 0.82, 1.82], [-3.06, 0.45, 2.09], [-4.11, -0.74, 1.32], [-2.50, -2.88, 3.95], [-1.48, -2.00, 3.64], [-1.24, -1.59, 2.34], [-0.24, -0.77, 2.05], [0.56, -0.35, 3.03], [0.32, -0.80, 4.33], [-0.69, -1.59, 4.63], [-3.30, -2.90, 3.35], [-2.72, -2.93, 4.94], [-1.85, -1.92, 1.50], [2.15, 0.91, 3.43], [0.97, -0.48, 5.14], [1.58, 0.50, 2.69], [1.73, 0.89, 1.35], [2.47, 1.93, 1.11], [2.98, 2.52, 2.20], [3.40, 3.08, 3.12], [4.61, 0.80, -0.96], [3.81, -0.28, -1.20], [3.83, -1.20, -0.15], [4.14, -0.91, -2.41], [2.44, 0.16, -1.34], [0.65, 4.11, -0.85], [-0.65, 4.18, -0.05], [-0.67, 2.81, 0.60], [-0.16, 1.93, -0.40], [0.68, 2.67, -1.33], [1.50, 4.30, -0.19], [0.68, 4.82, -1.67], [-1.51, 4.30, -0.71], [-0.66, 4.99, 0.69], [-1.66, 2.45, 0.89], [-0.02, 2.79, 1.48], [0.24, 2.56, -2.32], [1.68, 2.23, -1.31]],
  "mulliken_charge": [0.272, -1.083, 0.801, -0.868, -1.088, -0.436, 0.680, 0.184, 0.825, -0.855, -1.209, -0.673, 0.386, 0.400, 1.009, -0.771, -0.990, -0.594, 0.576, -1.141, -0.146, 0.532, 0.094, 0.144, 0.406, 0.430, 0.357, 0.438, 0.431, 0.459, 0.323, 0.420, 0.391, 0.470, 0.176, 0.275, -0.499, 0.488, -1.754, 1.592, -0.100, -0.778, -0.647, 0.229, 0.269, 0.448, 0.380, 0.442, -0.012, 0.169, -0.270, 0.523, -0.693, -0.353, 0.347, -0.388, -0.358, 0.015, -0.791, -0.616, -0.430, 0.405, -0.475, 0.319, 0.401, 0.230, 0.421, -0.016, 0.407, 0.595, -0.123],
  "multiplicity": 4,
  "s_squared": 3.7584,
  "orbital_gap_ev": [7.57, 7.54],
  "e_lumo_ev": [-0.6, -0.6]
}